Record 1
This record from the OMol25 dataset describes a molecular structure, C46H54BrI2N5O4Pb. The level of theory is ωB97M-V with the def2-TZVPD basis set.

For the energy above the lowest of the compared OMol25 structures with the same formula, charge and spin, the calculation gives 0.635 eV. The calculation puts the orbital gap (spin up / spin down) at 3.4 / 3.4 eV. The calculation puts the LUMO energy (spin up / spin down) at -8.477 / -8.490 eV.

```
! wB97M-V def2-TZVPD RIJCOSX def2/J DEFGRID3
* xyz 2 1
Pb 0.4468 0.4621 1.7612
I 6.9931 2.5073 1.8039
I 4.8405 1.4325 0.6612
Br 3.4265 4.3141 5.6387
O -1.8706 0.9588 2.3965
O 1.6286 1.9425 -0.0468
O -3.9831 2.3660 2.1038
O -0.6140 -1.7446 1.1841
N 0.6345 2.6620 3.1349
N -0.2844 -0.4222 3.9633
N -1.3442 0.1253 4.4782
N 0.4212 -0.3222 -0.8679
N 1.9704 -1.3351 2.6744
C 0.8775 -4.5076 -3.3857
C 0.3529 -1.4182 4.4523
C 1.8534 4.0479 4.6336
C 2.4158 -4.4232 -3.4280
C 2.7924 4.6381 -0.8826
C 0.7536 2.9549 -3.3269
C 0.2228 -1.6102 -1.0215
C -0.5122 -2.3056 0.1039
C -3.2535 1.5324 4.2484
C 0.3368 4.7670 -0.3264
C -3.1308 -3.5220 1.1998
C -0.9867 -3.6786 -0.1283
C -0.5350 -4.3026 -1.2379
C 1.5410 -1.9402 3.7919
C -5.2461 2.8910 4.0129
C 0.8269 4.9793 4.6461
C 0.6116 0.6485 -1.7431
C 0.1741 0.6064 -3.0781
C -1.0661 -4.6109 2.1865
C -0.2965 4.7267 3.8740
C 1.2248 2.0898 -6.1603
C -5.4498 2.8162 5.3724
C 0.7326 -2.3942 -2.0707
C 2.1850 -3.0685 4.2955
C 3.0232 -1.8329 2.0251
C 1.1642 1.9382 -1.1838
C -2.1118 0.8527 3.6472
C -2.3562 -5.7270 0.3730
C -0.0198 1.6583 -5.3621
C 3.7042 -2.9568 2.4547
C -3.4851 1.4726 5.6340
C -1.1758 2.6443 -5.6294
C 0.3738 -3.7105 -2.2008
C -0.4425 0.2648 -5.8329
C 1.1896 5.6079 -2.5111
C 0.4713 -5.9837 -3.3290
C -1.8794 -4.3712 0.8948
C 1.7197 2.9000 3.8716
C 3.2752 -3.5845 3.6168
C 0.2939 -3.8818 -4.6681
C -4.1473 2.2575 3.4327
C 1.3643 4.5211 -1.4494
C 1.0875 3.1378 -2.0298
C -4.5652 2.1098 6.1935
C 0.3128 1.7001 -3.8930
C -0.3521 3.5621 3.1292
H -0.9124 3.6702 -5.3730
H 0.7755 3.8086 -3.9876
H 0.9963 2.0384 -7.2244
H -0.0044 -1.9220 5.3484
H 3.3344 -1.2983 1.1342
H -0.6840 4.6964 -0.7089
H -2.8828 -2.5403 1.5932
H 2.8503 -4.8100 -2.5048
H -2.9065 -5.6212 -0.5643
H 0.6364 -4.4497 -5.5328
H 0.9214 -6.5023 -4.1740
H -3.7339 -3.3964 0.2979
H -0.7972 -3.9048 -4.6526
H -1.2161 3.3346 2.5176
H 2.7828 -5.0262 -4.2577
H -0.7754 -3.6740 2.6539
H 1.5291 3.1120 -5.9344
H -5.9208 3.4348 3.3650
H -0.6717 0.3054 -6.8967
H -1.3402 -0.0850 -5.3191
H 2.9404 3.9816 -0.0319
H 2.0668 1.4248 -5.9603
H -4.7386 2.0622 7.2594
H 1.9175 5.5006 -3.3176
H -2.7942 0.9086 6.2416
H 0.6172 -2.8469 -4.7906
H 1.3517 6.5808 -2.0495
H -1.1217 5.4243 3.8482
H -1.6790 -5.1715 2.8930
H 0.4639 4.0528 0.4855
H -0.6094 -6.1142 -3.4051
H 1.8217 -3.5284 5.2046
H -3.7402 -4.0369 1.9418
H -3.0314 -6.1667 1.1055
H 0.8296 -6.4657 -2.4176
H 4.5531 -3.3232 1.8951
H -3.2081 1.8395 1.8459
H 2.7688 -3.4025 -3.5762
H 0.1810 5.6069 -2.9301
H 3.7823 -4.4646 3.9884
H -1.4205 2.6181 -6.6909
H -2.0654 2.3613 -5.0644
H 2.5088 2.1560 3.8490
H -0.1693 -5.1974 1.9741
H 1.3934 -1.9218 -2.7838
H 2.9629 5.6649 -0.5583
H 0.3622 -0.4609 -5.6951
H 0.4800 5.7692 0.0783
H 3.5340 4.3956 -1.6465
H -0.2910 -0.2986 -3.4369
H -1.5295 -6.4253 0.2279
H 0.9063 5.8762 5.2449
H -6.3089 3.3087 5.8088
H -0.8496 -5.3195 -1.4133
*
```

Mulliken atomic charge list, values in e, 2 entries: 1.80 -0.03

***

Record 2
This record from the OMol25 dataset describes a molecular structure, C46H54ClIrN5O6. The level of theory is ωB97M-V with the def2-TZVPD basis set.

For the energy above the lowest of the compared OMol25 structures with the same formula, charge and spin, the calculation gives 0.000 eV. The calculation puts the orbital gap (spin up / spin down) at 6.0 / 6.7 eV. The calculation puts the LUMO energy (spin up / spin down) at -0.903 / -1.214 eV.

```
! wB97M-V def2-TZVPD RIJCOSX def2/J DEFGRID3
* xyz 0 2
Ir -0.7822 -0.2108 0.5834
Cl -3.7045 -0.8337 2.0952
O -3.3584 2.8852 -0.4574
O -4.1906 -0.1297 0.9555
O -3.8775 -0.0911 3.2907
O -4.2399 -2.1456 2.1810
O 0.4470 -0.2840 4.4554
O -2.1960 -1.0301 1.9226
N -1.0814 -1.6919 -0.8533
N 0.4747 -0.6939 2.1741
N 0.8815 0.1377 -0.6278
N -1.9875 1.0391 -0.7840
N -1.1194 1.3238 1.7715
C -1.2844 -0.7022 -3.0801
C -2.1225 3.0326 3.5930
C 4.3840 0.8122 2.5513
C 1.3681 3.6583 1.5416
C -5.1318 -1.1315 -2.7552
C -3.2207 0.1090 -4.3119
C 3.8785 -2.1100 2.6685
C -0.5451 -1.1056 -2.0179
C -3.0115 1.2797 -4.9327
C -3.2302 -2.4951 -1.8312
C 0.1243 -0.0331 3.3059
C 2.3197 2.1284 -0.2421
C 2.1802 0.7690 -0.5168
C -0.7488 1.1755 3.0393
C -2.0485 2.1902 1.3657
C 3.2961 -0.0344 -0.8225
C 3.3690 0.1728 4.7203
C 3.6907 -3.4320 2.3083
C 1.5514 -1.6283 2.2650
C -2.5583 3.0976 2.2740
C 3.2743 -1.5501 -0.8559
C 0.6941 -0.4010 -1.7924
C -2.7207 -0.1834 -2.9245
C -0.0757 -4.5122 0.5137
C -0.5416 -4.2500 2.9760
C 2.8333 -1.1929 2.6761
C -1.1851 3.4131 -2.3674
C 1.3426 -2.9823 1.9529
C 0.1842 3.4979 -3.0499
C 3.1454 0.1987 3.2029
C -2.2593 1.0881 -2.1759
C -2.8640 -3.3725 -3.0318
C -1.2307 2.0479 3.9963
C 4.5207 0.5949 -1.0186
C 4.6564 1.9643 -0.8635
C -0.0384 -3.5559 1.7064
C 2.4221 -3.8607 1.9723
C 3.5555 -2.1674 -2.2254
C -2.3244 2.3210 -4.2680
C 1.1730 3.0131 0.1706
C 3.5725 2.7068 -0.4352
C -2.1755 -2.3597 -0.7881
C -1.9439 4.7319 -2.5008
C -2.5435 2.0642 -0.0682
C -3.7338 -1.0686 -2.1425
C -1.9536 2.2299 -2.9278
H -3.3078 3.7998 1.9391
H -2.0918 3.2242 -4.8148
H -3.8625 -0.5818 -1.1760
H -5.4977 -0.1316 -2.9884
H 1.0475 3.7913 -0.5840
H 0.5015 -5.4171 0.7087
H 1.3470 2.9112 2.3359
H 2.7698 -1.9481 -2.9512
H 4.5202 -4.1276 2.3219
H 3.6322 -3.2518 -2.1426
H 0.0817 3.6453 -4.1264
H 2.2584 -4.9059 1.7435
H 0.7702 2.5888 -2.8887
H 0.7596 4.3382 -2.6564
H 0.5735 4.3800 1.7373
H -2.5263 3.7214 4.3232
H -1.3682 5.5414 -2.0473
H 4.0465 -1.8826 -0.1579
H 4.4933 -1.7965 -2.6411
H -2.0898 -2.9343 -3.6621
H 2.2970 0.8454 2.9705
H -0.7644 -0.3078 -3.9483
H 2.3399 -1.9356 -0.4477
H -5.1801 -1.7285 -3.6660
H -1.1010 -4.8316 0.3122
H -3.7444 -3.5387 -3.6515
H -0.5828 -3.5457 3.8076
H -3.6716 -0.7180 -4.8437
H -4.0610 -2.9787 -1.3111
H 5.3854 -0.0121 -1.2590
H -1.5447 -4.6531 2.8220
H -0.7164 -2.7279 1.5216
H -0.9265 1.9142 5.0242
H 4.8624 -1.7837 2.9803
H -2.3905 -2.7686 0.1951
H 2.3209 4.1841 1.6088
H -2.1041 4.9932 -3.5485
H -2.5041 -4.3450 -2.6961
H 3.6790 3.7729 -0.2757
H -3.3457 1.4216 -5.9526
H -5.8156 -1.5728 -2.0289
H 0.3248 -4.0485 -0.3897
H 0.2554 2.4329 0.1705
H 4.4683 1.8640 2.8324
H 5.2953 0.3155 2.8895
H 0.1202 -5.0718 3.2583
H 4.3470 0.7491 1.4687
H 1.3680 -0.1867 -2.6151
H 3.6164 1.1759 5.0752
H -2.9106 4.6714 -2.0050
H 5.6130 2.4419 -1.0284
H 4.2155 -0.4789 4.9498
H -1.0108 3.2320 -1.3119
H 2.4987 -0.1872 5.2593
*
```

Mulliken atomic charge list, values in e, 2 entries: 2.20 2.11